# 1
DFT (the ωB97M-V functional and the def2-TZVPD basis) results for a molecular structure, C15H27AlN5O6 at a distorted geometry.

Positions of all 54 atoms, in Å:
Al1 0.884585 0.510498 -0.360985
O1 -1.287771 2.281369 -1.218976
O2 0.882480 0.395730 2.768018
O3 1.626638 -1.695145 1.706401
O4 0.298571 -0.581831 -3.064736
O5 1.151818 1.571734 -2.073644
O6 2.279171 3.637890 -0.474792
N1 -1.058243 -0.457347 -0.066170
N2 -0.470080 2.078941 -0.292492
N3 0.862304 -0.846090 -1.938745
N4 1.517499 -1.349471 0.400446
N5 0.633596 1.076379 1.671226
C1 -3.444755 -1.895728 0.211353
C2 1.403515 -2.071942 -1.788697
C3 2.903089 1.239173 0.071868
C4 1.493243 -2.987499 -2.930548
C5 -2.552487 -1.769707 1.269313
C6 -1.944828 -0.528920 -1.079594
C7 -1.383180 -1.039257 1.104568
C8 -0.016063 2.725398 3.325258
C9 1.703157 -2.383788 -0.441818
C10 0.094930 2.296204 1.917768
C11 -0.448159 2.917925 0.780993
C12 -0.957062 4.304293 0.691122
C13 -4.709514 -2.697650 0.316572
C14 2.009046 -3.755620 0.012941
C15 -3.128372 -1.244481 -0.976293
H1 1.668363 3.054735 -0.971445
H2 3.004579 2.163302 0.631192
H3 -1.693275 -0.021307 -2.005678
H4 -0.697010 -0.895416 1.932063
H5 -3.768757 -1.279794 -1.859140
H6 0.600572 -3.619228 -2.995579
H7 2.719494 4.179110 -1.147531
H8 -0.186540 4.956517 0.253583
H9 1.260925 -4.451952 -0.381742
H10 2.985848 -4.076080 -0.364274
H11 3.336707 0.437237 0.680789
H12 3.520996 1.286277 -0.830063
H13 -1.196013 4.685313 1.687693
H14 2.362673 -3.645151 -2.859791
H15 -0.477035 3.714420 3.385634
H16 2.007798 -3.808710 1.105315
H17 0.982951 2.759475 3.775918
H18 1.562593 -2.413382 -3.857315
H19 2.079584 1.600242 -2.408337
H20 -5.595495 -2.073929 0.132219
H21 1.316974 -0.774845 2.226686
H22 -4.808626 -3.143454 1.311180
H23 0.616688 1.039537 -2.740119
H24 -4.733920 -3.509898 -0.424083
H25 -2.734249 -2.232592 2.237040
H26 -1.847639 4.327256 0.055118
H27 -0.631314 2.011258 3.890312

Atoms 1-2, force components in eV/Å:
Al 1.422 -2.048 -0.067
O 1.946 -0.100 2.394

Values from the calculation:
Kohn-Sham gap (alpha / beta) in eV: 3.47 / 3.44
2S+1: 1
Maximum force in hartree/bohr: 0.07791
E_HOMO (alpha / beta) in eV: -10.39 / -10.37
Charge: +1

# 2
DFT (the ωB97M-V functional and the def2-TZVPD basis) results for 2 unconnected molecules or ions with the total composition C4H8O at a distorted geometry.

Positions of all 13 atoms, in Å:
O1 0.884553 -0.056100 -0.832510
C1 -0.455691 0.746206 1.550812
C2 -0.149606 -0.692466 -1.525058
C3 0.054689 1.533254 0.609206
C4 0.438560 -1.323428 -0.348994
H1 1.103088 1.825745 0.595802
H2 -1.506823 0.474131 1.554149
H3 1.255156 -2.030094 -0.414319
H4 -1.132569 -0.234722 -1.380361
H5 -0.545217 1.922185 -0.210975
H6 0.098694 -1.040712 -2.513327
H7 -0.206629 -1.483691 0.538086
H8 0.161112 0.374595 2.363330

Atoms 1-2, force components in eV/Å:
O 0.293 -0.213 0.211
C -0.103 0.660 0.203

Values from the calculation:
Kohn-Sham gap in eV: 10.25
2S+1: 1
Maximum force in hartree/bohr: 0.02276
SMILES: C1CO1.C=C
E_HOMO in eV: -9.07
Relative energy (zero: lowest compared OMol25 entry of this formula, charge and spin) in kJ/mol: 295.5
Charge: 0

# 3
DFT (the ωB97M-V functional and the def2-TZVPD basis) results for C7H4F3NS in the gas phase at a distorted geometry.

Positions of all 16 atoms, in Å:
S1 -1.339543 0.893229 1.522494
F1 1.744548 2.065391 -1.329722
F2 2.469600 0.003959 -1.295036
F3 2.115735 0.958166 0.456181
N1 0.955844 -3.552748 0.642802
C1 -0.489062 -0.448248 0.631633
C2 1.622237 0.863330 -0.731416
C3 0.657038 -2.568785 1.153779
C4 -1.812814 1.525670 0.044576
C5 0.051019 0.173198 -0.720252
C6 -1.128845 0.976473 -0.974411
C7 0.008145 -1.431114 1.513298
H1 -0.437828 -1.563591 2.463304
H2 0.094415 -0.599730 -1.551380
H3 -2.864742 1.771954 0.049611
H4 -1.645742 0.932849 -1.875459

Atoms 1-2, force components in eV/Å:
S 1.123 -1.502 1.533
F -0.726 -0.779 -0.031

Values from the calculation:
Kohn-Sham gap in eV: 7.82
2S+1: 1
Maximum force in hartree/bohr: 0.10472
SMILES: N#C/C=C1/SC=C[C@H]1C(F)(F)F
E_HOMO in eV: -8.82
Relative energy (zero: lowest compared OMol25 entry of this formula, charge and spin) in kJ/mol: 0.0
Charge: 0

# 4
DFT (the ωB97M-V functional and the def2-TZVPD basis) results for a gas-phase ion, C10H20N3S (charge +1) at a distorted geometry.

Positions of all 34 atoms, in Å:
S1 1.109219 1.764502 1.601418
N1 0.093463 0.440014 -1.054193
N2 -1.780763 1.328802 -0.395285
N3 -0.283711 2.697935 -1.512275
C1 3.069736 -1.491165 -1.250053
C2 1.526325 -1.508197 -1.178491
C3 3.215095 0.354338 0.583319
C4 3.751894 -0.976525 0.027696
C5 -2.213813 0.046990 0.170330
C6 -3.662155 0.218288 0.660502
C7 -4.355492 -0.930399 1.303069
C8 -0.633286 1.507633 -0.996629
C9 1.681335 0.214431 0.806797
C10 0.974522 -0.254265 -0.437477
H1 -0.942772 3.501195 -1.397511
H2 -4.704600 -1.612211 0.459686
H3 -2.533044 2.012435 -0.384723
H4 -2.269740 -0.701029 -0.621039
H5 3.317101 -1.229739 -2.236150
H6 1.645837 -0.612730 1.570303
H7 -5.296237 -0.600256 1.804681
H8 -3.769839 -1.453779 2.041036
H9 1.129036 -1.745868 -2.158308
H10 -1.654139 -0.488982 1.036027
H11 4.862084 -0.968003 -0.010192
H12 0.146807 1.111246 2.445823
H13 3.588141 -1.819338 0.769018
H14 -4.163467 0.464912 -0.262377
H15 -3.644854 1.101554 1.283413
H16 3.587026 0.586511 1.661913
H17 1.074850 -2.299212 -0.544403
H18 0.300757 2.757489 -2.378602
H19 3.359937 1.164601 -0.115309
H20 3.474748 -2.581179 -1.292014

Atoms 1-2, force components in eV/Å:
S -1.505 -1.608 0.956
N 0.057 0.974 -1.384

Values from the calculation:
Kohn-Sham gap (alpha / beta) in eV: 6.59 / 5.48
2S+1: 3
Maximum force in hartree/bohr: 0.06809
<S²>: 2.010
E_HOMO (alpha / beta) in eV: -9.27 / -12.61
Relative energy (zero: lowest compared OMol25 entry of this formula, charge and spin) in kJ/mol: 99.7
Charge: +1

# 5
DFT (the ωB97M-V functional and the def2-TZVPD basis) results for 2 unconnected molecules or ions with the total composition C9H9N3O2 at a distorted geometry.

Positions of all 23 atoms, in Å:
O1 -1.224051 -2.236758 -0.602354
O2 -1.419181 2.283892 -0.496638
N1 2.942074 -1.286747 0.637587
N2 -3.229408 -1.215281 0.209395
N3 -1.345630 -0.047470 -0.070816
C1 -1.861634 1.215713 -0.074911
C2 2.137222 -0.031293 -1.152495
C3 3.467788 0.938629 0.500533
C4 -3.864292 -0.021087 0.702686
C5 3.643201 -0.320244 1.212713
C6 -3.248139 1.135784 0.665724
C7 -1.902133 -1.325263 -0.210946
C8 2.773974 1.082348 -0.682701
C9 2.138797 -1.140819 -0.391514
H1 -3.881011 -2.171038 -0.281312
H2 1.478622 -1.998607 -0.632167
H3 -0.472027 -0.085191 -0.714930
H4 4.033968 1.748872 0.826709
H5 2.788504 2.053773 -1.189420
H6 1.510317 -0.053159 -1.967346
H7 -4.960226 -0.008321 0.815938
H8 4.143321 -0.612267 2.150967
H9 -3.650066 2.094544 0.745292

Atoms 1-2, force components in eV/Å:
O -1.055 -0.421 -0.036
O 0.029 -2.477 0.410

Values from the calculation:
Kohn-Sham gap in eV: 9.28
2S+1: 1
Maximum force in hartree/bohr: 0.12327
SMILES: O=c1cc[nH]c(=O)[nH]1.c1ccncc1
E_HOMO in eV: -9.02
Relative energy (zero: lowest compared OMol25 entry of this formula, charge and spin) in kJ/mol: 351.3
Charge: 0

# 6
DFT (the ωB97M-V functional and the def2-TZVPD basis) results for a molecular structure, C29H41F5OP2Ru at a distorted geometry.

Positions of all 79 atoms, in Å:
Ru1 3.954317 -2.218009 -0.998506
P1 -0.372475 -2.439280 0.062843
P2 2.324305 1.646161 0.236592
F1 -1.283063 2.175269 3.640240
F2 2.664754 0.026927 6.796671
F3 0.807296 1.729655 7.859523
F4 2.556580 -0.586611 4.117294
F5 -1.174412 2.795528 6.303209
O1 0.494973 0.342779 2.608195
C1 0.510055 -2.653777 1.637172
C2 4.185907 -4.055373 -0.329592
C3 -1.904416 -0.773566 -1.450730
C4 -0.792268 -0.902811 -3.788071
C5 1.691154 0.537452 6.007861
C6 -2.266828 -0.111181 1.048342
C7 3.810988 -4.011911 -1.712768
C8 6.555312 -3.168305 -0.477043
C9 -0.266942 1.953005 5.758370
C10 1.624189 0.214155 4.679072
C11 0.744823 1.410480 6.558262
C12 0.159538 1.963338 -2.935737
C13 -1.087739 -0.250194 -2.499292
C14 5.315801 -1.706449 -2.262775
C15 -1.056293 1.254192 -0.749839
C16 -0.330885 1.624887 4.428625
C17 5.639065 -4.328965 0.018861
C18 4.750010 -4.133598 -2.883565
C19 -2.562228 -2.113218 -1.399468
C20 3.386236 2.507398 1.527668
C21 -0.738844 2.385688 0.141530
C22 0.042116 -4.028250 -0.726405
C23 5.428518 -2.786217 -3.313232
C24 3.092233 -0.135411 0.081164
C25 3.259563 1.922426 -1.304005
C26 -0.681567 1.063002 -2.119565
C27 -1.788337 0.112535 -0.327659
C28 0.584199 0.704029 3.822851
C29 5.831881 -1.912716 -0.926580
H1 0.007155 3.052668 -0.304980
H2 5.493224 -4.882146 -2.700908
H3 4.310895 1.941928 1.672415
H4 2.821698 -4.392307 -1.939246
H5 -1.434509 0.016419 1.760977
H6 4.323878 1.794747 -1.097408
H7 -2.693367 -1.110557 1.184823
H8 -3.631965 -1.929523 -1.493285
H9 5.157390 -0.692832 -2.605855
H10 2.870712 2.536822 2.494005
H11 6.085574 -1.050158 -0.343245
H12 -1.576320 -0.763226 -4.554517
H13 -0.477302 2.587698 -3.582208
H14 -2.257781 -2.781750 -2.214053
H15 0.012192 -4.056901 -1.821773
H16 7.223658 -2.891846 0.330110
H17 -0.807080 -4.633214 -0.374099
H18 0.770683 2.638526 -2.320462
H19 -0.185906 -3.344334 2.128405
H20 5.996774 -5.291740 -0.369352
H21 6.483602 -2.913844 -3.581289
H22 4.181672 -4.494352 -3.744549
H23 -3.037057 0.633089 1.312206
H24 5.710571 -4.340223 1.100400
H25 2.908144 1.097757 -1.945610
H26 0.841322 1.406977 -3.600187
H27 4.101330 -0.022106 0.539708
H28 7.158619 -3.499604 -1.300566
H29 3.460742 -4.517491 0.327744
H30 -1.639026 2.968521 0.409607
H31 1.514591 -3.096793 1.502670
H32 0.139213 -0.500175 -4.193824
H33 3.612485 3.561834 1.306333
H34 3.094127 2.841073 -1.858001
H35 -2.407527 -2.651116 -0.426688
H36 1.039680 -4.429488 -0.444655
H37 2.481155 -0.879305 0.646665
H38 4.833132 -2.426000 -4.159580
H39 0.617299 -1.785295 2.304558
H40 -0.646654 -1.979094 -3.640692
H41 -0.301747 2.003633 1.077508

Atoms 1-2, force components in eV/Å:
Ru -7.689 6.141 4.099
P 2.873 1.103 0.469

Values from the calculation:
Kohn-Sham gap (alpha / beta) in eV: 7.48 / 4.38
2S+1: 6
Maximum force in hartree/bohr: 0.20729
<S²>: 8.808
E_HOMO (alpha / beta) in eV: -9.63 / -9.71
Charge: +1

Question: What is the charge in the third record?
Answer: 0

Question: Number 4 is which compound?
Answer: C10H20N3S